1.
Below is a molecular structure, C10H5N4O7S4Ti at a distorted geometry, with properties calculated with ωB97M-V/def2-TZVPD.

Net charge = 0
LUMO energy (spin up / spin down) = -0.8 / -3.1 eV
Multiplicity = 2
Relative energy (zero: lowest compared OMol25 entry of this formula, charge and spin) = 37.8 kJ/mol

XYZ file:
```
31
C10H5N4O7S4Ti | the Open Molecules 2025 dataset | ωB97M-V/def2-TZVPD
Ti 1.57204 0.11873 -0.10105
S 4.86646 -0.38631 3.03288
C 3.68713 -0.22011 1.85773
S 4.05650 -0.02529 0.20743
S 2.06816 -0.20493 2.38018
S 1.09728 4.63919 -0.06917
C 2.55025 4.28964 0.76751
C 2.78729 2.95822 0.74869
N 1.83473 2.21545 0.08992
C 0.88639 2.98556 -0.38627
H 3.14361 5.06512 1.22099
H 3.63915 2.47017 1.19081
H 0.03312 2.61235 -0.93251
O -4.65259 -3.56129 -1.34565
N -3.53354 -3.45418 -1.81155
O -3.09713 -4.11428 -2.73588
C -2.64655 -2.45439 -1.21838
C -3.11369 -1.68584 -0.16148
C -2.27801 -0.74741 0.38819
C -0.97148 -0.55400 -0.07500
O -0.15667 0.32168 0.47347
C -0.53491 -1.37544 -1.13534
C -1.35744 -2.31432 -1.70883
N 0.85458 -1.26581 -1.50959
O 1.19323 0.07978 -1.82149
O 1.61962 -1.60750 -0.37202
N -2.69191 0.11513 1.50440
O -3.04592 1.24114 1.21507
O -2.68984 -0.37335 2.61341
H -4.11828 -1.83086 0.21011
H -1.00160 -2.93686 -2.51658
```



2.
Below is a molecular structure, C2HO2V at a distorted geometry, with properties calculated with ωB97M-V/def2-TZVPD.

Net charge = +2
LUMO energy (spin up / spin down) = -12.3 / -11.6 eV
Multiplicity = 5

XYZ file:
```
6
C2HO2V | the Open Molecules 2025 dataset | ωB97M-V/def2-TZVPD
O -0.70692 -0.67080 -0.63353
O 0.17106 0.60538 1.62572
C 0.14398 -0.04842 -1.19769
C 1.01025 1.21461 1.13285
H 0.69454 -0.34736 -2.11406
V -1.31291 -0.75340 1.18672
```



3.
Below is a gas-phase ion, C4H10O2PS (charge -1) at a distorted geometry, with properties calculated with ωB97M-V/def2-TZVPD.

Net charge = -1
LUMO energy = 3.8 eV
Structure (SMILES) = CCP(CC)#S(=O)[O-]
Relative energy (zero: lowest compared OMol25 entry of this formula, charge and spin) = 403.4 kJ/mol

XYZ file:
```
18
C4H10O2PS | the Open Molecules 2025 dataset | ωB97M-V/def2-TZVPD
C 1.44862 -2.32424 -0.78368
C 1.25322 -1.03037 0.05344
P -0.19748 -0.13786 -0.73204
C -0.12216 1.33126 0.42738
C -0.73943 2.63799 0.02567
S -1.87031 -1.19255 0.23893
O -1.98735 -0.52717 1.57112
O -2.96851 -0.65551 -0.93348
H 1.78843 -2.28279 -1.80729
H 2.15822 -3.00901 -0.35984
H 0.44901 -2.71364 -0.76930
H 2.04522 -0.26614 -0.00801
H 0.94606 -1.32257 1.10999
H -0.55978 0.97029 1.42102
H 0.96354 1.44676 0.82118
H -0.14385 2.98952 -0.89535
H -1.76086 2.63394 -0.26820
H -0.70261 3.45208 0.88845
```



4.
Below is a single C7H7NS5 molecule at a distorted geometry, with properties calculated with ωB97M-V/def2-TZVPD.

Net charge = 0
LUMO energy = -0.3 eV
Structure (SMILES) = Cc1cc(N)c2c(c1)SSSSS2
Relative energy (zero: lowest compared OMol25 entry of this formula, charge and spin) = 331.0 kJ/mol

XYZ file:
```
20
C7H7NS5 | the Open Molecules 2025 dataset | ωB97M-V/def2-TZVPD
C -0.87383 1.05488 -2.95979
C -0.56548 0.35632 -1.55352
C 0.28660 -0.72662 -1.45387
C 0.81577 -0.90277 -0.03502
N 2.03228 -1.64053 -0.19751
C 0.44247 -0.21770 1.02332
C -0.68718 0.71898 0.96124
C -1.08604 0.88998 -0.36563
S -1.45349 1.44583 2.44556
S 0.02079 1.70225 3.79564
S -0.28656 0.15683 5.12974
S -0.16464 -1.45739 3.87165
S 1.28637 -0.95800 2.42022
H -2.09945 1.33398 -3.01305
H -0.17829 1.95206 -3.20620
H -0.62560 -0.04410 -3.47383
H 0.76026 -1.13014 -2.28047
H 2.00966 -2.00208 -1.11842
H 2.25533 -2.26182 0.66547
H -1.88898 1.73005 -0.65554
```



5.
Below is a single C13H16Cl3NO5S molecule at a distorted geometry, with properties calculated with ωB97M-V/def2-TZVPD.

Net charge = 0
LUMO energy = 0.6 eV
Structure (SMILES) = CC(=O)OCC[C@@H](NS(=O)(=O)OCC(Cl)(Cl)Cl)c1ccccc1
Relative energy (zero: lowest compared OMol25 entry of this formula, charge and spin) = 0.0 kJ/mol

XYZ file:
```
39
C13H16Cl3NO5S | the Open Molecules 2025 dataset | ωB97M-V/def2-TZVPD
C 3.56127 2.94349 2.00863
C 3.81148 1.84766 1.02340
O 4.00865 0.68826 1.31222
O 3.77808 2.28801 -0.23241
C 3.99823 1.36770 -1.30483
C 2.69214 1.00936 -2.02127
C 2.00536 -0.24208 -1.45681
N 1.71010 -0.16620 -0.02775
S 0.66077 0.97687 0.49767
O 0.60330 2.15003 -0.29968
O 0.85829 1.10745 1.90346
O -0.74392 0.22877 0.25000
C -0.94287 -0.92471 1.02088
C -2.43864 -1.09953 1.24028
Cl -2.71571 -2.56525 2.18730
Cl -3.25465 -1.24891 -0.31859
Cl -3.08656 0.29736 2.10496
C 0.70864 -0.60283 -2.14782
C -0.15657 0.34344 -2.67953
C -1.36118 -0.04936 -3.23870
C -1.72080 -1.38505 -3.27018
C -0.86689 -2.33469 -2.73666
C 0.33762 -1.94354 -2.18042
H 2.54680 2.80072 2.38189
H 4.24896 2.85417 2.84526
H 3.64389 3.91400 1.53153
H 4.50394 0.47709 -0.91471
H 4.66580 1.89484 -1.99134
H 2.03061 1.86934 -1.93159
H 2.90055 0.82762 -3.07660
H 2.69744 -1.08919 -1.56063
H 2.53530 -0.17530 0.56469
H -0.42956 -0.80457 1.98295
H -0.54061 -1.79791 0.49149
H 0.08819 1.39132 -2.64184
H -2.02651 0.69712 -3.64575
H -2.66404 -1.68521 -3.70114
H -1.14015 -3.37943 -2.75009
H 1.00269 -2.68710 -1.76309
```



6.
Below is a gas-phase ion, C5H11ClNO (charge +1) at a distorted geometry, with properties calculated with ωB97M-V/def2-TZVPD.

Net charge = +1
LUMO energy = -5.0 eV
Structure (SMILES) = CC[N+](CC)=C(O)Cl
Relative energy (zero: lowest compared OMol25 entry of this formula, charge and spin) = 255.7 kJ/mol

XYZ file:
```
19
C5H11ClNO | the Open Molecules 2025 dataset | ωB97M-V/def2-TZVPD
C -1.53542 -1.46917 1.05813
C -1.20589 -0.44794 -0.06145
N 0.24791 -0.43637 -0.30306
C 1.11991 0.61307 0.12617
C 0.93788 2.01633 -0.49373
C 0.80184 -1.56658 -1.25231
O 2.05873 -1.57017 -1.35341
Cl -0.23663 -2.80931 -1.78058
H -1.38586 -2.47456 0.86101
H -1.04275 -1.20183 2.06158
H -2.60168 -1.46415 1.45139
H -1.39632 0.50844 0.20436
H -1.76265 -0.58694 -0.94679
H 0.86534 0.58224 1.19370
H 2.14914 0.19111 -0.09495
H 0.32837 2.73514 0.07449
H 1.99074 2.50287 -0.54937
H 0.54540 2.09295 -1.56983
H 2.38751 -2.09062 -2.02168
```



- Among the records above, which one has the lowest net charge?
  C4H10O2PS